Entry 1:
# C17H21N3O

An isolated molecule of C17H21N3O (the ωB97M-V functional and the def2-TZVPD basis, the OMol25 dataset).

```
42
Properties=species:S:1:pos:R:3:forces:R:3
H 3.333 3.816 -1.412 0.0 0.1 0.0
H -3.753 0.102 -2.601 0.0 0.0 -0.2
C 3.111 -1.764 -0.685 -0.2 -0.1 0.2
H -4.815 1.080 -0.578 0.1 0.0 0.0
H 2.951 -1.000 2.028 0.0 0.0 0.1
H -2.826 1.862 0.565 0.0 0.1 0.0
C -1.036 0.000 1.151 0.1 0.0 0.0
H 0.945 -1.187 -1.907 0.1 0.0 -0.1
C 3.091 0.755 -0.419 -0.2 0.8 0.3
N 2.461 0.832 0.745 0.4 -0.2 -0.1
H -2.585 1.836 -1.186 0.0 0.1 0.0
C 3.051 2.989 -0.773 -0.2 0.1 0.3
H -3.464 -1.220 0.904 0.1 -0.1 0.1
H -1.029 0.219 -2.207 -0.1 0.0 -0.1
C -4.256 -0.487 0.768 -0.1 0.2 -0.2
H -4.317 0.129 1.663 0.0 0.0 0.2
H 3.675 -2.587 1.709 0.0 -0.1 0.0
H 0.398 -1.040 2.326 0.1 0.0 0.1
C -0.726 -0.063 -1.209 0.0 0.1 0.1
H -4.872 -1.032 -1.845 -0.1 -0.1 0.0
C 2.081 2.032 1.142 0.0 0.3 -0.2
O 3.640 -2.632 -1.340 0.1 -0.2 -0.1
H 4.107 -0.361 -1.721 -0.2 -0.1 0.2
C -2.700 1.207 -0.300 -0.2 -0.1 0.0
C 2.337 3.176 0.403 0.0 -0.1 0.0
C 0.092 -0.780 1.325 -0.1 -0.2 -0.1
H -5.199 -1.019 0.657 -0.1 -0.1 0.0
C 0.836 -1.206 0.234 -0.4 -0.2 -0.2
N 3.428 1.795 -1.186 0.2 -0.3 -0.3
H 2.104 -2.488 2.497 0.0 0.0 0.1
H -1.590 0.331 2.018 -0.1 0.0 0.1
C 0.397 -0.849 -1.037 0.0 -0.2 0.1
H -3.134 -1.238 -1.630 0.1 -0.1 0.0
C -1.465 0.374 -0.116 0.0 0.2 -0.1
H 2.018 4.152 0.729 0.0 0.1 0.0
H 1.561 2.063 2.091 -0.1 0.1 0.1
H 1.772 -3.110 0.175 0.2 0.2 -0.1
N 3.489 -0.457 -0.920 0.6 0.0 -0.5
C 2.742 -2.028 1.747 0.0 -0.1 -0.1
C -3.930 -0.503 -1.714 -0.1 0.2 0.2
C -3.986 0.370 -0.464 0.0 -0.1 0.0
C 2.067 -2.070 0.372 0.1 -0.1 0.2
```
Forces are in eV/Å.

Charge   0
Energy relative to the best compared isomer or geometry (same formula, charge and spin)   0.416 eV
Structure (SMILES)   CC(C)Cc1ccc([C@H](C)C(=O)Nc2ncccn2)cc1

Entry 2:
# C4H4O3

An isolated molecule of C4H4O3 at a distorted geometry (the ωB97M-V functional and the def2-TZVPD basis, the OMol25 dataset).

```
11
Properties=species:S:1:pos:R:3:forces:R:3
H -2.098 0.536 0.615 0.3 0.4 -1.1
H -1.389 0.534 -1.362 -2.6 1.9 1.6
H -2.492 -0.551 -0.790 0.1 -0.8 0.5
C -0.351 -0.332 -0.421 0.6 -0.4 -0.9
C -1.748 0.102 -0.344 0.0 0.3 -1.1
C 0.596 -0.250 0.766 -0.1 0.0 0.5
C 2.043 0.126 0.449 0.3 0.3 -0.3
H 2.759 -0.175 1.236 0.0 0.0 -0.1
O 0.236 -0.329 1.916 0.1 -0.1 -0.6
O 2.348 0.785 -0.510 -0.1 -0.3 0.6
O 0.095 -0.445 -1.554 1.2 -1.2 0.9
```
Forces are in eV/Å.

Charge   0
Energy relative to the best compared isomer or geometry (same formula, charge and spin)   2.871 eV
Structure (SMILES)   CC(=O)C(=O)C=O

Entry 3:
# C58H63BrF7I2NO6S

A cluster of 8 separate species, C58H63BrF7I2NO6S in total (the ωB97M-V functional and the def2-TZVPD basis, the OMol25 dataset).

```
139
Properties=species:S:1:pos:R:3:forces:R:3
H 6.915 2.223 -1.289 0.0 0.0 0.0
C -6.351 4.285 2.449 0.2 -0.1 0.0
H 3.195 -0.066 -4.167 0.0 0.0 0.0
C -6.178 -3.257 0.259 -0.1 0.1 -0.1
C -5.723 6.548 2.810 0.0 0.0 0.0
H 1.106 -3.532 -0.929 0.0 -0.1 0.0
F 5.826 -2.088 -1.877 0.0 0.0 0.0
O -4.132 0.995 -0.661 0.1 0.1 -0.1
C 12.151 -1.216 2.583 0.0 0.0 0.0
C -3.119 -5.614 1.504 0.1 0.0 0.0
C -7.025 -4.341 0.359 0.1 -0.1 0.1
H -3.681 -4.740 1.213 0.1 -0.1 0.0
C -4.413 6.230 2.479 0.0 0.0 0.0
H 8.821 -1.780 2.807 0.0 0.0 0.0
C -5.055 3.936 2.119 0.0 0.0 0.0
C -1.979 1.726 -1.565 -0.1 -0.3 0.2
H -0.725 -1.178 -0.495 0.2 0.0 0.1
N 2.158 -0.146 -6.597 -0.1 -0.2 0.1
C 1.421 3.372 -3.840 0.3 -0.3 -0.2
C -0.029 0.715 -2.984 -0.5 -0.1 0.8
H -0.047 -3.722 0.397 0.0 0.0 0.0
C -7.510 -2.292 -1.460 0.0 -0.1 0.0
F 10.914 1.297 0.307 0.1 0.0 0.0
C -6.399 -2.226 -0.632 0.1 0.1 0.0
H -2.602 -0.270 -0.975 0.0 0.0 0.1
O -0.584 1.499 -4.095 0.8 0.0 -0.2
C -5.094 -0.139 2.315 0.0 -0.1 -0.1
C 0.740 -1.797 4.921 0.0 0.0 0.0
H -5.982 7.562 3.083 0.0 0.0 0.0
H 3.111 2.078 -3.565 0.0 0.0 0.1
C -6.206 0.445 2.901 0.1 0.0 0.1
H -3.062 4.675 1.877 0.0 0.0 0.0
H -0.189 0.803 -0.823 0.1 -0.1 -0.1
C -2.792 -5.815 2.839 0.0 0.0 0.0
C -8.381 -3.370 -1.380 0.0 0.0 0.0
C -1.684 -7.836 2.256 0.0 0.0 0.0
H 1.755 -1.078 -4.282 -0.1 0.0 0.1
H -0.156 7.206 -4.623 0.0 0.0 0.0
H 13.060 0.297 1.333 0.0 0.0 0.0
C -3.720 0.679 4.128 0.1 0.1 0.0
C 6.737 -1.092 -1.810 0.0 0.0 0.0
C -6.080 1.154 4.089 0.0 0.0 0.1
H 10.049 -0.585 -2.060 0.0 0.0 0.0
H -0.126 -0.850 -5.308 0.0 0.0 0.0
C 1.515 0.751 -3.099 0.3 0.0 -0.4
H -1.662 -8.395 0.195 0.0 0.0 0.0
H 0.553 -2.666 4.304 0.0 0.0 0.0
C 8.587 0.934 -1.671 0.0 0.0 -0.1
H 8.368 -2.421 -2.177 0.0 0.0 0.0
C 9.727 -0.277 1.586 -0.1 0.0 0.0
C 10.930 0.278 1.195 0.0 0.0 0.0
H 9.316 1.729 -1.612 0.0 0.0 0.0
H 2.306 2.500 -2.098 -0.2 0.0 0.0
H -5.714 -1.388 -0.679 0.0 0.0 0.0
C -6.709 5.571 2.795 0.0 0.0 0.0
C -4.083 4.926 2.134 0.0 0.0 0.0
C -8.137 -4.390 -0.470 0.0 0.0 0.0
C -1.012 -0.947 -4.688 -0.1 -0.2 0.0
C 1.499 4.607 -2.917 0.0 0.1 0.1
F 1.443 1.494 7.257 0.0 0.0 0.0
H -2.972 -6.391 -0.491 0.0 0.0 0.0
H -3.101 -5.094 3.584 0.0 0.0 0.0
C -2.717 -6.540 0.551 0.0 0.0 0.0
C 10.959 -1.797 2.993 0.0 0.0 0.0
C -0.477 1.407 -1.681 -0.2 0.2 0.1
H 13.093 -1.577 2.973 0.0 0.0 0.0
C -2.071 -6.935 3.227 0.0 0.0 0.1
H -3.650 6.997 2.492 0.0 0.0 0.0
C 6.296 0.192 -1.563 0.0 0.0 0.0
C 0.059 0.366 5.730 0.0 0.0 0.0
H -4.826 2.908 1.866 0.0 0.0 0.0
C -4.839 1.272 4.699 -0.1 0.0 -0.1
C 8.071 -1.398 -1.990 0.0 0.0 0.0
C 7.239 1.210 -1.491 0.0 0.0 0.0
C 0.460 -2.992 -0.234 0.0 0.2 -0.2
H -6.811 -5.128 1.070 0.0 0.0 0.0
O 1.738 0.625 -5.467 -0.3 -0.2 -0.1
C 1.889 -1.728 5.697 0.0 0.0 0.0
O 1.497 0.086 -7.520 0.2 0.2 0.0
H -1.782 -0.299 -5.098 0.1 0.1 0.0
H 10.971 -2.614 3.701 0.0 0.0 0.0
C 2.123 2.179 -3.120 -0.1 0.1 0.2
C -2.723 0.762 -0.653 -0.3 0.1 0.1
C 0.683 5.880 -3.169 0.0 0.1 0.1
H -4.270 1.942 -0.773 -0.1 0.0 0.1
O -1.177 3.794 -3.586 -0.1 0.0 0.4
H 1.259 4.273 -1.904 -0.1 0.0 0.0
H -7.172 0.354 2.422 0.0 0.0 0.0
H -2.741 0.755 4.580 0.0 0.0 0.0
H -1.810 -7.115 4.261 0.0 0.0 0.0
C -1.990 -7.663 0.921 0.0 0.0 0.0
H 2.560 4.873 -2.896 0.0 -0.1 0.0
C 0.632 6.461 -4.570 -0.2 0.1 0.0
H -1.064 -0.805 4.330 0.0 0.0 0.0
H 0.073 2.345 -1.581 0.1 0.0 0.0
F -5.091 -3.195 1.064 -0.1 0.1 0.0
H -9.248 -3.416 -2.025 0.0 0.0 0.0
H 5.236 0.378 -1.435 0.2 0.0 0.0
C -0.763 -0.656 -3.190 -0.1 -0.1 -0.5
H -0.635 1.195 5.767 0.0 0.0 0.0
C 9.752 -1.327 2.492 0.0 0.0 0.0
H -7.693 -1.495 -2.169 0.0 0.0 0.0
H -2.479 1.744 -2.533 0.1 0.1 -0.1
H -1.373 -1.970 -4.793 0.0 0.0 0.0
C -0.256 -1.944 -2.504 -0.1 0.0 0.3
F -0.979 -8.927 2.625 0.0 0.0 0.0
C 1.212 0.410 6.488 0.0 0.0 0.0
H 3.027 -0.535 7.097 0.0 0.0 0.0
H -8.814 -5.230 -0.403 0.0 0.0 0.0
C 2.136 -0.615 6.489 0.0 0.0 0.0
Br 2.496 3.752 -5.441 -0.1 0.1 -0.1
C -0.560 -2.128 -0.997 -0.1 -0.3 -0.1
F -7.291 3.319 2.433 -0.2 0.1 0.0
F -2.782 -0.577 2.378 0.0 0.0 0.0
H -4.737 1.832 5.619 0.0 0.0 0.0
H -0.813 -2.740 -3.002 0.1 0.0 -0.1
H -2.356 0.863 0.375 0.1 -0.2 0.0
H -1.513 -2.660 -0.936 -0.1 0.2 0.0
H -5.161 -0.681 1.385 0.0 0.0 0.0
I 2.407 7.551 -5.073 0.0 0.0 0.0
C 2.107 -0.048 -4.262 0.2 0.0 -0.2
H -7.737 5.796 3.044 0.0 0.0 0.0
H 8.801 0.109 1.182 0.0 0.0 0.0
C 12.145 -0.169 1.671 0.1 0.0 0.0
H -1.763 -0.490 -2.788 0.0 0.1 0.1
H -6.944 1.626 4.534 0.0 0.0 0.0
H 1.107 -2.390 0.402 0.0 0.0 0.0
H -0.339 5.725 -2.831 0.0 -0.1 -0.1
H -2.079 2.720 -1.120 0.0 0.1 -0.2
O -0.388 3.168 -5.804 -0.1 -0.2 -0.3
H 0.456 5.736 -5.360 0.1 0.0 0.0
S -0.294 3.016 -4.397 -0.3 0.3 0.0
I 2.497 -0.146 -1.381 -0.3 -0.2 0.1
C -0.171 -0.750 4.938 0.0 0.0 0.0
H 1.099 6.645 -2.508 0.0 0.0 0.0
C -3.875 -0.009 2.945 0.0 0.0 0.0
H 2.599 -2.544 5.688 0.0 0.0 0.0
C 8.998 -0.368 -1.922 0.0 0.0 0.0
H 0.789 -2.175 -2.710 0.1 0.2 0.0
```
Forces are in eV/Å.

Charge   0
Structure (SMILES)   CCC[C@H](C)[C@]1(CCCO)OS(=O)(=O)[C@@](Br)(CCCI)C[C@]1(I)CON=O.Fc1ccccc1.Fc1ccccc1.Fc1ccccc1.Fc1ccccc1.Fc1ccccc1.Fc1ccccc1.Fc1ccccc1

Kohn-Sham gap for every record listed, in sequence, given in hartree: 0.3394 0.3117 0.3272.
Electronic energy for every record listed, in sequence, given in hartree: -899.94415 -380.44153 -7020.60535.
LUMO level for every record listed, in sequence, given in Eh: 0.022 -0.049 -0.009.